Record 1
The following is a quantum chemistry calculation of 16 unconnected molecules or ions with the total composition C84H98Cl9N14 at a distorted geometry, from the Open Molecules 2025 dataset.

## Properties
LUMO energy: -9.14 eV
Kohn-Sham gap: 1.779 eV

```
! RIJCOSX wB97M-V def2-TZVPD def2/J DEFGRID3
* xyz 4 2
C 20.6485 30.1019 8.7907
N 21.0772 28.7180 9.2125
C 21.7181 27.8776 8.3630
C 21.9022 26.5497 8.7199
C 21.2736 26.0504 9.8565
C 20.6450 26.9080 10.7560
C 20.6186 28.2394 10.4221
C 21.5810 24.6239 10.0429
C 21.8435 24.2544 11.3103
C 22.0157 22.8611 11.6188
N 21.9083 22.0072 10.5556
C 21.5875 22.3330 9.3116
C 21.4539 23.6755 9.0510
C 22.2367 20.6662 10.7174
H 19.6384 30.1102 8.3812
H 21.3631 30.4052 8.0256
H 20.5179 30.8013 9.6164
H 22.0536 28.3003 7.4275
H 22.4460 26.0364 7.9407
H 20.3967 26.6341 11.7707
H 20.1087 28.9032 11.1046
H 21.9358 24.9630 12.1201
H 22.2373 22.4377 12.5873
H 21.4588 21.4974 8.6395
H 21.4857 23.9056 7.9963
H 23.0028 20.4132 9.9844
H 21.3448 20.0434 10.7861
H 22.8133 20.5316 11.6325
C 19.5853 20.1131 -5.6552
N 20.9484 19.4891 -5.3273
C 21.0236 18.4372 -4.3915
C 22.2992 17.8882 -4.1790
C 23.3603 18.2480 -4.9599
C 23.1694 19.1500 -6.0154
C 21.9414 19.7788 -6.2105
C 24.6487 17.6886 -4.6049
C 25.5776 17.3280 -5.6325
C 26.8951 16.9580 -5.3097
N 27.2366 16.8792 -4.0214
C 26.4257 17.2735 -2.9440
C 25.1858 17.7058 -3.2558
C 28.7065 16.8742 -3.7546
H 19.6983 21.0616 -6.1803
H 18.9566 20.3298 -4.7916
H 19.0154 19.5431 -6.3890
H 20.1521 18.1324 -3.8310
H 22.4175 17.2445 -3.3198
H 24.0761 19.2976 -6.5832
H 21.9022 20.4661 -7.0427
H 25.1185 17.2603 -6.6077
H 27.6967 16.6377 -5.9587
H 26.9712 17.3073 -2.0125
H 24.6287 18.1120 -2.4245
H 28.9025 16.1136 -2.9988
H 29.0147 17.8813 -3.4740
H 29.3104 16.4849 -4.5744
C 18.3577 14.9780 -1.2477
N 18.9713 15.6897 -0.0576
C 19.5810 16.8788 -0.2853
C 20.1575 17.6344 0.6646
C 20.1100 17.1205 1.9632
C 19.4026 15.8629 2.2466
C 18.8644 15.1833 1.1807
C 20.7622 17.8348 3.0629
C 20.1865 17.9025 4.3058
C 20.9605 18.4612 5.3692
N 22.2164 18.9640 5.0911
C 22.8036 18.8904 3.9027
C 22.0787 18.2122 2.8946
C 22.9661 19.6488 6.2420
H 18.1126 15.7687 -1.9568
H 17.4416 14.4641 -0.9566
H 19.0985 14.3414 -1.7314
H 19.7537 17.2160 -1.2967
H 20.6782 18.5561 0.4508
H 19.2516 15.4086 3.2146
H 18.3811 14.2229 1.2835
H 19.1660 17.5946 4.4791
H 20.7102 18.5626 6.4150
H 23.7952 19.3127 3.8337
H 22.6469 18.1796 1.9768
H 22.8312 19.0694 7.1554
H 22.5738 20.6613 6.3377
H 23.9769 19.7607 5.8498
C 13.8805 19.7441 -6.5063
N 14.3036 19.3758 -5.1239
C 15.6600 19.1069 -4.7696
C 15.9447 18.6287 -3.4927
C 14.9092 18.4964 -2.5676
C 13.5790 18.6489 -2.9514
C 13.2822 19.2919 -4.1608
C 15.1577 18.1495 -1.1469
C 14.7806 16.9433 -0.6378
C 14.8754 16.6284 0.7299
N 15.5427 17.4721 1.5692
C 16.0147 18.6590 1.0744
C 15.8498 18.9851 -0.2886
C 15.6975 17.0075 2.9307
H 13.5240 18.8165 -6.9541
H 14.7189 20.1813 -7.0486
H 13.0977 20.4867 -6.3519
H 16.4043 19.2022 -5.5463
H 16.9683 18.5874 -3.1509
H 12.7772 18.3290 -2.3025
H 12.3338 19.6854 -4.4953
H 14.2012 16.2893 -1.2727
H 14.5271 15.6554 1.0434
H 16.6232 19.2897 1.7056
H 16.2867 19.8802 -0.7060
H 15.7253 15.9284 2.7790
H 14.8152 17.4174 3.4223
H 16.5762 17.4720 3.3781
C 18.8047 11.6712 -3.2530
N 19.6404 11.3985 -2.0171
C 20.9929 11.3011 -2.1770
C 21.7411 10.9851 -1.0313
C 21.2555 10.8664 0.2476
C 19.8720 10.8810 0.3210
C 19.0739 11.1436 -0.7721
C 22.0465 10.5062 1.4678
C 23.3823 10.9163 1.5734
C 24.1652 10.4349 2.5971
N 23.6588 9.6521 3.5693
C 22.3514 9.1798 3.4842
C 21.5930 9.5856 2.4590
C 24.5330 9.2244 4.7250
H 18.2285 12.5335 -2.9177
H 18.2648 10.7359 -3.4006
H 19.4346 12.0814 -4.0424
H 21.3587 11.4652 -3.1798
H 22.8199 10.9829 -1.0831
H 19.5367 10.9013 1.3474
H 18.0036 11.2366 -0.6620
H 23.6940 11.5803 0.7807
H 25.1712 10.8223 2.6618
H 21.9519 8.6597 4.3422
H 20.5883 9.1910 2.4227
H 23.9085 8.9012 5.5579
H 25.0524 10.0804 5.1559
H 25.2320 8.4111 4.5302
C 25.2878 17.8808 11.2754
N 24.9553 17.4178 9.9354
C 25.4027 18.1483 8.8593
C 25.2199 17.6901 7.5341
C 24.5538 16.5406 7.3141
C 24.2119 15.7904 8.4111
C 24.4400 16.2169 9.7284
C 24.2191 15.9739 6.0605
C 25.1899 15.9035 5.0287
C 24.7188 15.4182 3.7653
N 23.3980 15.0698 3.5886
C 22.4893 15.1883 4.6135
C 22.8741 15.6717 5.8375
C 23.0936 14.4546 2.3525
H 24.3525 17.9937 11.8237
H 25.7827 18.8516 11.2463
H 25.8810 17.1214 11.7848
H 25.9637 19.0291 9.1348
H 25.4839 18.2828 6.6707
H 23.7950 14.7991 8.3119
H 24.3401 15.6609 10.6488
H 26.2470 15.9521 5.2445
H 25.2963 15.4058 2.8527
H 21.4607 14.9166 4.4273
H 22.1809 15.5691 6.6593
H 23.8383 14.5577 1.5632
H 22.1981 15.0153 2.0848
H 22.8585 13.4125 2.5689
C 21.0343 22.5290 3.7003
N 19.8592 22.8308 2.8621
C 19.7678 24.0777 2.3462
C 18.7951 24.4476 1.4279
C 17.8254 23.5438 1.0368
C 17.8912 22.2649 1.6320
C 18.9240 21.9340 2.5309
C 16.6956 23.8448 0.1004
C 15.8442 24.8998 0.3614
C 14.7824 25.1570 -0.5006
N 14.6447 24.3676 -1.6192
C 15.5337 23.3663 -1.9351
C 16.6184 23.0730 -1.0660
C 13.6099 24.6528 -2.5971
H 20.8035 23.0180 4.6468
H 21.9098 23.0953 3.3826
H 21.2102 21.4619 3.8358
H 20.4986 24.7753 2.7277
H 18.7042 25.4862 1.1457
H 17.1581 21.4935 1.4482
H 18.9332 21.0147 3.0975
H 15.9028 25.3825 1.3258
H 13.9532 25.7762 -0.1918
H 15.5912 23.0101 -2.9530
H 17.3014 22.2490 -1.2103
H 13.2296 23.8340 -3.2079
H 14.0307 25.4259 -3.2400
H 12.7356 25.0483 -2.0802
Cl 21.0816 17.2860 8.8512
Cl 16.0194 12.7026 0.9232
Cl 17.2807 16.2182 6.0085
Cl 17.4566 14.8040 -4.5546
Cl 20.0587 12.7922 3.5674
Cl 21.9954 14.8675 -1.7443
Cl 19.0321 20.0364 -1.6566
Cl 19.4740 21.0051 6.7056
Cl 24.5694 17.5242 0.3899
*
```


Record 2
The following is a quantum chemistry calculation of a molecular structure, C13H12F6INO7PtS2, from the Open Molecules 2025 dataset.

## Properties
LUMO energy (alpha / beta): 0.05 / -2.31 eV
Energy above the lowest of the compared OMol25 structures with the same formula, charge and spin: 0.0 kcal per mole
Kohn-Sham gap (alpha / beta): 9.225 / 6.870 eV

```
! RIJCOSX wB97M-V def2-TZVPD def2/J DEFGRID3
* xyz 0 3
Pt -0.1439 -0.1919 -0.3130
F -2.7971 1.1756 4.2732
C -2.2898 0.0243 3.8455
F -3.0006 -0.9796 4.3476
F -1.0327 -0.0781 4.2637
S -2.3578 -0.0574 2.0036
O -1.8225 -1.3472 1.6716
O -3.6891 0.2853 1.6269
N -1.2317 0.9937 1.5772
S -1.4301 2.3389 0.7860
O -2.7279 2.9165 0.7232
O -0.6953 2.1530 -0.4671
C -0.3821 3.4878 1.7815
F -0.9068 3.6238 2.9937
F -0.3476 4.6732 1.1839
F 0.8508 3.0111 1.8850
I 8.6726 -1.1463 -0.4753
C 6.5982 -0.9406 -0.4901
C 5.8865 -1.2617 -1.6389
C 4.5098 -1.1242 -1.6463
C 3.8497 -0.6679 -0.5102
C 4.5700 -0.3472 0.6351
C 5.9473 -0.4835 0.6476
C 2.3800 -0.5229 -0.5186
O 1.7839 -0.1022 0.5295
O 1.6907 -0.8063 -1.5352
H 6.4038 -1.6153 -2.5197
H 3.9366 -1.3668 -2.5304
H 4.0471 0.0084 1.5119
H 6.5114 -0.2355 1.5356
C -4.1814 -0.2396 -2.0416
C -3.9055 -1.7502 -2.0835
C -2.4915 -1.8946 -1.5092
O -2.0197 -0.5395 -1.2999
C -2.7954 0.3621 -2.1226
H -4.6413 0.0460 -1.0959
H -4.8213 0.0909 -2.8573
H -3.9415 -2.1258 -3.1053
H -4.6315 -2.3061 -1.4949
H -1.8038 -2.3900 -2.1968
H -2.4609 -2.3814 -0.5366
H -2.3841 0.3543 -3.1363
H -2.7055 1.3569 -1.6974
*
```


Record 3
The following is a quantum chemistry calculation of 2 unconnected molecules or ions with the total composition C2HBr2Cl3 at a distorted geometry, from the Open Molecules 2025 dataset.

## Properties
LUMO energy (alpha / beta): -1.28 / -3.83 eV
Energy above the lowest of the compared OMol25 structures with the same formula, charge and spin: 75.3 kcal per mole
Kohn-Sham gap (alpha / beta): 9.606 / 5.062 eV

```
! RIJCOSX wB97M-V def2-TZVPD def2/J DEFGRID3
* xyz 0 1
C -0.6582 -0.6351 0.6341
C -0.5717 -1.5648 -0.4485
Cl 0.7810 -2.7112 -0.4359
Cl -0.5291 -0.7722 -2.0133
Cl -2.0891 -2.6193 -0.0767
Br -3.5678 0.6821 -0.5215
Br -0.1395 -0.9240 2.3225
H -1.6145 -0.0257 0.7057
*
```


Record 4
The following is a quantum chemistry calculation of a molecular structure, C25H59N12Sc, from the Open Molecules 2025 dataset.

## Properties
LUMO energy: -10.30 eV
Kohn-Sham gap: 8.899 eV

```
! RIJCOSX wB97M-V def2-TZVPD def2/J DEFGRID3
* xyz 4 1
Sc -0.5761 -0.3018 0.0926
C -3.7566 3.0048 -1.8634
N -3.3440 3.1648 -0.4634
C -4.0235 4.2623 0.2532
C -2.3960 2.4138 0.1066
N -2.2455 1.0933 -0.1129
C -3.3426 0.3514 -0.7699
C -3.5088 -1.0113 -0.1275
N -2.2186 -1.7496 0.0596
C -2.2529 -2.4927 1.3541
C -1.8236 -1.5699 2.4720
N -0.4240 -1.1404 2.1879
C 0.4751 -1.3402 3.1507
N 0.1796 -1.2998 4.4491
C 0.9062 -2.0552 5.4902
C -0.8895 -0.4371 4.9842
N 1.7910 -1.6080 2.7200
C 2.9052 -1.0520 3.5101
C 2.0138 -2.9904 2.2452
C -1.8896 -2.6499 -1.0799
C -1.4448 -1.9057 -2.3206
N -0.3938 -0.8964 -2.0113
C 0.2493 -0.3840 -3.0782
N 0.4788 -1.0791 -4.2010
C 0.7826 -2.5129 -4.2179
C 0.3914 -0.4574 -5.5376
N 0.7782 0.8752 -2.9977
C 1.9381 1.2708 -3.8055
C -0.0013 2.0128 -2.5139
N -1.5438 2.9933 0.9875
C -0.7322 2.1572 1.8315
C -1.1110 4.3959 0.8808
H -3.6821 3.9746 -2.3543
H -4.7881 2.6623 -1.9418
H -3.1015 2.3120 -2.3819
H -5.0980 4.1008 0.1773
H -3.7894 5.2297 -0.1908
H -3.7473 4.2623 1.3030
H -3.1655 0.2550 -1.8400
H -4.2930 0.8678 -0.6465
H -4.1942 -1.6176 -0.7216
H -3.9557 -0.8777 0.8542
H -1.5584 -3.3290 1.2989
H -3.2484 -2.8977 1.5427
H -1.9005 -2.1286 3.4001
H -2.4962 -0.7117 2.5454
H 1.3815 -2.9387 5.0773
H 0.1678 -2.3879 6.2175
H 1.6309 -1.4385 6.0175
H -1.1903 0.2942 4.2404
H -0.4862 0.0911 5.8466
H -1.7540 -1.0118 5.3107
H 2.9754 -1.4257 4.5272
H 2.8358 0.0366 3.5489
H 3.8380 -1.3300 3.0154
H 1.1086 -3.3713 1.7723
H 2.3020 -3.6685 3.0491
H 2.8193 -3.0031 1.5088
H -2.7494 -3.2681 -1.3433
H -1.0925 -3.3168 -0.7492
H -2.2913 -1.4200 -2.8075
H -1.1070 -2.6786 -3.0008
H 1.0133 -2.8659 -3.2145
H 1.6579 -2.6633 -4.8498
H -0.0336 -3.0996 -4.6392
H -0.0358 0.5396 -5.4703
H -0.2744 -1.0669 -6.1473
H 1.3644 -0.4149 -6.0265
H 2.5360 0.3990 -4.0623
H 2.5431 1.9645 -3.2182
H 1.6617 1.7864 -4.7257
H -0.5331 2.5012 -3.3357
H 0.6690 2.7517 -2.0712
H -0.7413 1.7150 -1.7822
H -1.3098 1.3366 2.2479
H -0.3243 2.7476 2.6500
H 0.1529 1.7499 1.2945
H -1.6238 4.8911 0.0658
H -0.0379 4.4309 0.6824
H -1.3116 4.9355 1.8049
N 4.8118 0.0081 -0.5780
C 4.1152 -1.3307 -0.5953
C 2.6272 -1.1437 -0.8616
N 1.9677 -0.2373 0.1046
C 2.6779 1.0617 0.1129
C 4.1635 0.9422 0.4129
H 4.7939 0.4244 -1.5121
H 5.8025 -0.1128 -0.3507
H 4.3056 -1.7810 0.3781
H 4.5831 -1.9491 -1.3583
H 2.1583 -2.1249 -0.8361
H 2.4765 -0.7370 -1.8622
H 2.0176 -0.6616 1.0449
H 2.2452 1.7279 0.8579
H 2.5333 1.5299 -0.8647
H 4.3424 0.5127 1.3973
H 4.6641 1.9062 0.3575
*
```


Record 5
The following is a quantum chemistry calculation of a molecular structure, C31H27AsN2O3S2V at a distorted geometry, from the Open Molecules 2025 dataset.

## Properties
LUMO energy (alpha / beta): -0.60 / -0.60 eV
Energy above the lowest of the compared OMol25 structures with the same formula, charge and spin: 52.3 kcal per mole
Kohn-Sham gap (alpha / beta): 5.814 / 6.683 eV

```
! RIJCOSX wB97M-V def2-TZVPD def2/J DEFGRID3
* xyz 0 4
V 2.5835 -0.4498 0.5320
S 2.7520 0.9199 -1.2969
C 2.4058 2.5628 -0.6134
C 3.5052 3.2770 -0.1102
C 3.3632 4.6104 0.2288
C 2.1023 5.2208 0.0585
C 0.9979 4.5413 -0.4172
C 1.0997 3.1908 -0.6987
As -0.2095 1.6413 -0.9435
C -1.6416 2.5246 -0.0235
C -1.2945 3.2437 1.1721
C -2.2930 3.7351 2.0243
C -3.6316 3.4215 1.8066
C -3.9774 2.7586 0.6407
C -2.9922 2.2105 -0.2010
C -1.1163 2.1347 -2.6367
C -0.9535 3.3376 -3.3061
C -1.6450 3.5867 -4.5390
C -2.3798 2.5741 -5.1503
C -2.4147 1.3319 -4.5523
C -1.8188 1.0990 -3.3488
H 4.3492 2.6775 -0.0793
H 4.1736 5.2211 0.5412
H 2.0011 6.2467 0.4856
H 0.0453 5.0561 -0.4977
H -0.2696 3.0920 1.5444
H -2.0739 4.3728 2.8395
H -4.2726 3.6845 2.6324
H -5.0070 2.6622 0.3232
H -3.2672 1.6837 -1.1392
H -0.4198 4.2531 -2.8250
H -1.5880 4.5726 -4.9892
H -2.9908 2.7322 -6.0461
H -2.7703 0.4532 -5.0899
H -1.9713 0.0756 -2.8082
N 2.3478 -0.3011 5.0893
N 1.6975 0.3023 4.0145
C 2.2056 0.0810 2.7738
O 1.6106 0.7699 1.8327
O 3.1031 -0.7614 2.5136
H 1.7215 -0.6177 5.7991
H 2.7626 -1.2060 4.8441
H 1.4941 1.2722 4.1670
O 2.2154 -2.2903 0.1356
S 0.6023 -2.4637 0.3761
C 0.2930 -3.6394 1.7015
C -0.9144 -3.4983 2.4514
C -1.2105 -4.4297 3.4006
C -0.3181 -5.4482 3.6710
C 0.8756 -5.5266 3.0286
C 1.2801 -4.5634 2.0747
C 0.3352 -3.4893 -1.0364
C -0.0377 -4.8527 -1.0849
C -0.1930 -5.5712 -2.2532
C 0.0600 -4.9102 -3.4442
C 0.4909 -3.6152 -3.4344
C 0.6795 -2.8849 -2.2518
H -1.7248 -2.7689 2.2974
H -2.2372 -4.4329 3.8228
H -0.5088 -6.2285 4.4552
H 1.5762 -6.3746 3.2578
H 2.3005 -4.4611 1.6584
H -0.1114 -5.3121 -0.0979
H -0.5562 -6.5872 -2.2233
H -0.0893 -5.4307 -4.3773
H 0.6695 -3.1213 -4.3727
H 1.2000 -1.8948 -2.3063
*
```


Record 6
The following is a quantum chemistry calculation of 2 unconnected molecules or ions with the total composition BH3S3 at a distorted geometry, from the Open Molecules 2025 dataset.

## Properties
LUMO energy: 0.12 eV
Energy above the lowest of the compared OMol25 structures with the same formula, charge and spin: 26.1 kcal per mole
Kohn-Sham gap: 9.603 eV

```
! RIJCOSX wB97M-V def2-TZVPD def2/J DEFGRID3
* xyz 0 1
S -1.8280 1.0848 0.3356
B -0.5749 1.7794 -0.3558
S 0.6081 2.7624 -1.2152
H 0.4369 2.3317 -2.4228
S 0.4663 -2.2463 1.7249
H 1.2081 -2.3503 0.4930
H -0.3167 -3.3616 1.4404
*
```


Record 7
The following is a quantum chemistry calculation of C4H4N2O3 in the gas phase at a distorted geometry, from the Open Molecules 2025 dataset.

## Properties
LUMO energy (alpha / beta): 0.51 / -3.61 eV
Energy above the lowest of the compared OMol25 structures with the same formula, charge and spin: 0.0 kcal per mole
Kohn-Sham gap (alpha / beta): 8.143 / 6.856 eV

```
! RIJCOSX wB97M-V def2-TZVPD def2/J DEFGRID3
* xyz 0 3
C 0.8790 -1.1768 1.1886
C -0.0564 -1.1479 0.0176
C 0.4757 0.9853 0.4862
C -1.1431 0.5853 -1.3808
N 1.1578 0.1713 1.3694
N -0.2842 0.1249 -0.3196
O -0.5708 -2.2549 -0.7429
O 1.3060 -2.0807 1.8385
O 0.5091 2.1764 0.4042
H -1.5153 1.5745 -1.1181
H -1.9583 -0.1282 -1.4924
H -0.5912 0.6429 -2.3203
H 1.7919 0.5280 2.0697
*
```


Record 8
The following is a quantum chemistry calculation of a molecular structure, C4H3I3 at a distorted geometry, from the Open Molecules 2025 dataset.

## Properties
LUMO energy: -1.51 eV
Energy above the lowest of the compared OMol25 structures with the same formula, charge and spin: 99.9 kcal per mole
Kohn-Sham gap: 7.543 eV

```
! RIJCOSX wB97M-V def2-TZVPD def2/J DEFGRID3
* xyz 0 1
C 0.6000 0.2384 0.6997
C -0.1763 0.1811 -0.2019
C 1.3518 0.5583 1.8727
C -1.4545 -0.5802 -2.0336
I -0.3382 -2.2895 -2.3304
I -1.1837 1.0497 -3.2965
I -3.3730 -0.8107 -1.1385
H 0.9574 1.4522 2.2002
H 2.2988 0.4216 1.5576
H 1.3176 -0.2208 2.6708
*
```